Record 1
Computed, not measured: a structure of composition C45H36F5Ge2N3O7PSSr in a non-equilibrium geometry, with ωB97M-V with the def2-TZVPD basis set.

Electronic energy = -213623.370 eV
Strongest force on any atom = 2.6 eV/Å
E_LUMO (alpha / beta) = -1.687 / -2.163 eV
Energy above the lowest of the compared OMol25 structures with the same formula, charge and spin = 126.2 kJ/mol
Kohn-Sham gap (alpha / beta) = 6.23 / 5.75 eV

Structure (ORCA input):
```
! wB97M-V def2-TZVPD RIJCOSX def2/J DEFGRID3
* xyz 0 2
Sr 0.750 0.799 -1.340
O 1.883 1.060 -8.024
N 0.993 1.368 -7.261
O -0.185 1.443 -7.544
C 1.371 1.681 -5.875
C 0.376 1.945 -4.958
C 0.723 2.220 -3.664
C 2.137 2.200 -3.180
O 2.494 2.250 -1.976
C 3.057 1.982 -4.247
C 2.715 1.689 -5.541
N 4.493 2.059 -3.933
O 4.857 2.956 -3.204
O 5.222 1.273 -4.506
N -0.468 2.530 -2.740
O -1.576 2.167 -3.041
O -0.203 3.049 -1.655
H -0.663 1.954 -5.254
H 3.464 1.474 -6.287
C 2.596 3.104 1.773
Ge 3.647 1.452 1.669
C 4.872 1.565 0.141
C 4.678 1.208 3.341
Ge 2.061 -0.427 1.361
C 0.998 -0.869 2.970
C -0.287 -1.395 2.970
C -0.926 -1.740 4.152
C -0.292 -1.556 5.370
C 0.990 -1.028 5.394
C 1.624 -0.690 4.207
C 3.000 -2.092 0.920
C 4.392 -2.090 0.805
C 5.094 -3.261 0.548
C 4.410 -4.455 0.382
C 3.028 -4.474 0.495
C 2.335 -3.306 0.766
H 3.238 3.962 1.571
H 2.148 3.231 2.758
H 1.794 3.133 1.031
H 5.828 1.955 0.494
H 4.475 2.241 -0.613
H 5.060 0.610 -0.348
H 5.482 1.947 3.340
H 5.131 0.220 3.415
H 4.074 1.375 4.232
H -0.828 -1.535 2.043
H -1.928 -2.149 4.114
H -0.791 -1.824 6.293
H 1.502 -0.880 6.337
H 2.631 -0.293 4.266
H 4.960 -1.175 0.925
H 6.174 -3.232 0.473
H 4.952 -5.368 0.170
H 2.484 -5.403 0.379
H 1.261 -3.362 0.888
F -2.018 -6.047 -0.816
C -1.513 -4.947 -1.370
C -1.086 -3.898 -0.567
F -1.168 -4.024 0.759
C -0.579 -2.763 -1.164
F -0.178 -1.757 -0.345
C -0.445 -2.606 -2.537
S 0.183 -1.150 -3.329
C -0.877 -3.683 -3.303
F -0.802 -3.636 -4.628
C -1.408 -4.832 -2.741
F -1.818 -5.832 -3.519
C -5.122 4.517 -0.714
C -5.598 3.221 -0.828
C -4.766 2.145 -0.553
C -3.447 2.358 -0.167
C -2.975 3.662 -0.056
C -3.807 4.735 -0.325
P -2.304 1.016 0.318
C -3.191 -0.509 -0.128
C -3.539 -1.515 0.767
C -4.087 -2.706 0.307
C -4.280 -2.910 -1.050
C -3.912 -1.921 -1.953
C -3.367 -0.734 -1.495
C -2.401 1.187 2.133
C -1.262 1.609 2.806
C -1.279 1.824 4.179
C -2.448 1.617 4.890
C -3.603 1.220 4.225
C -3.584 1.017 2.857
H -5.771 5.356 -0.927
H -6.623 3.042 -1.129
H -5.153 1.139 -0.644
H -1.950 3.849 0.243
H -3.426 5.745 -0.234
H -3.369 -1.391 1.828
H -4.346 -3.481 1.017
H -4.702 -3.842 -1.406
H -4.033 -2.076 -3.018
H -3.061 0.018 -2.217
H -0.333 1.764 2.269
H -0.375 2.138 4.683
H -2.467 1.767 5.962
H -4.524 1.080 4.777
H -4.496 0.740 2.342
*
```


Record 2
Computed, not measured: a structure of composition C45H36IrN7O2P2SSe2 in a non-equilibrium geometry, with ωB97M-V with the def2-TZVPD basis set.

Electronic energy = -224711.854 eV
Strongest force on any atom = 4.0 eV/Å
E_LUMO (alpha / beta) = -3.952 / -5.809 eV
Kohn-Sham gap (alpha / beta) = 5.82 / 3.96 eV

Structure (ORCA input):
```
! wB97M-V def2-TZVPD RIJCOSX def2/J DEFGRID3
* xyz 1 2
Ir 0.136 -2.504 -0.813
C -0.908 -2.060 -4.956
C -0.274 -1.973 -3.616
N -0.773 -2.662 -2.550
N -1.791 -3.483 -2.654
C -2.086 -4.085 -1.514
O -1.393 -3.821 -0.454
C -3.154 -5.071 -1.471
C -4.089 -5.170 -2.505
C -5.093 -6.114 -2.427
C -5.163 -6.969 -1.336
C -4.233 -6.879 -0.312
C -3.234 -5.930 -0.372
C 0.889 -1.251 -3.336
C 1.551 -0.385 -4.244
C 2.755 0.164 -3.911
C 3.345 -0.166 -2.676
C 2.638 -0.963 -1.802
N 1.433 -1.449 -2.075
H -1.864 -2.569 -4.886
H -0.263 -2.620 -5.632
H -1.060 -1.068 -5.373
H -4.021 -4.493 -3.342
H -5.835 -6.185 -3.207
H -5.943 -7.712 -1.284
H -4.295 -7.545 0.535
H -2.504 -5.844 0.418
H 1.089 -0.175 -5.193
H 3.260 0.833 -4.587
H 4.322 0.195 -2.405
H 3.040 -1.198 -0.826
O 1.008 -2.684 1.125
N 1.991 -3.468 1.443
C 2.537 -3.325 2.670
C 3.556 -4.131 3.102
C 4.044 -5.135 2.258
C 3.509 -5.253 1.001
C 2.484 -4.398 0.576
S 1.882 -4.524 -1.016
H 2.108 -2.526 3.257
H 3.972 -3.978 4.084
H 4.832 -5.793 2.584
H 3.850 -5.997 0.300
Se -0.130 4.987 0.652
P 1.006 3.392 1.509
C 2.762 3.576 1.092
C 3.715 3.883 2.052
C 5.049 3.940 1.688
C 5.425 3.704 0.376
C 4.463 3.445 -0.589
C 3.129 3.384 -0.236
C 0.873 3.221 3.313
C 1.621 2.221 3.928
C 1.537 2.059 5.297
C 0.707 2.880 6.045
C -0.035 3.872 5.428
C 0.046 4.050 4.058
C 0.711 1.726 0.908
C -0.261 0.929 0.289
N 0.295 -0.296 0.184
N 1.492 -0.252 0.702
N 1.770 0.931 1.139
P -1.841 1.289 -0.461
Se -2.461 -0.352 -1.673
C -1.485 2.712 -1.526
C -0.304 2.674 -2.262
C -0.040 3.671 -3.179
C -0.955 4.696 -3.367
C -2.139 4.718 -2.649
C -2.413 3.724 -1.727
C -3.063 1.690 0.824
C -4.310 1.079 0.768
C -5.252 1.343 1.744
C -4.953 2.219 2.775
C -3.710 2.834 2.828
C -2.758 2.566 1.861
H 3.413 4.062 3.074
H 5.796 4.169 2.434
H 6.468 3.729 0.102
H 4.752 3.292 -1.618
H 2.368 3.182 -0.978
H 2.255 1.585 3.326
H 2.123 1.293 5.779
H 0.642 2.745 7.114
H -0.676 4.512 6.013
H -0.519 4.831 3.567
H 0.399 1.861 -2.122
H 0.873 3.645 -3.755
H -0.745 5.479 -4.078
H -2.857 5.507 -2.815
H -3.331 3.738 -1.158
H -4.542 0.388 -0.033
H -6.217 0.861 1.698
H -5.687 2.415 3.543
H -3.483 3.524 3.627
H -1.779 3.029 1.908
*
```


Record 3
Computed, not measured: a structure of composition C45H38Cl2F9IrN3P in a non-equilibrium geometry, with ωB97M-V with the def2-TZVPD basis set.

Electronic energy = -113376.556 eV
Strongest force on any atom = 4.2 eV/Å
E_LUMO (alpha / beta) = -3.393 / -3.485 eV
Energy above the lowest of the compared OMol25 structures with the same formula, charge and spin = 395.0 kJ/mol
Kohn-Sham gap (alpha / beta) = 6.75 / 6.82 eV

Structure (ORCA input):
```
! wB97M-V def2-TZVPD RIJCOSX def2/J DEFGRID3
* xyz 1 2
Ir 0.030 0.199 -0.209
C 6.414 -0.385 -3.531
C 6.725 0.477 -2.347
C 8.005 0.950 -2.105
C 8.280 1.763 -1.017
C 7.265 2.099 -0.134
C 5.982 1.628 -0.340
C 5.704 0.827 -1.446
N 4.442 0.265 -1.664
C 3.207 0.665 -1.243
N 3.079 1.987 -0.998
C 2.045 2.726 -0.451
C 0.874 2.145 0.080
C -0.023 3.011 0.711
C 0.195 4.375 0.787
C 1.322 4.929 0.200
C 2.251 4.129 -0.430
C 3.448 4.759 -1.084
N 2.220 -0.184 -1.199
C 2.519 -1.533 -1.484
C 3.228 -2.299 -0.557
C 3.481 -3.633 -0.805
C 3.031 -4.212 -1.982
C 2.339 -3.449 -2.908
C 2.072 -2.106 -2.682
C 1.313 -1.280 -3.675
H 7.293 -0.505 -4.156
H 5.623 0.060 -4.134
H 6.087 -1.381 -3.223
H 8.799 0.672 -2.781
H 9.282 2.127 -0.849
H 7.472 2.710 0.732
H 5.208 1.833 0.384
H 4.463 -0.652 -2.096
H 3.888 2.536 -1.267
H -0.910 2.639 1.193
H -0.519 4.999 1.301
H 1.480 5.995 0.242
H 3.339 5.841 -1.079
H 3.539 4.442 -2.123
H 4.374 4.531 -0.555
H 3.561 -1.834 0.358
H 4.019 -4.222 -0.081
H 3.205 -5.260 -2.169
H 1.994 -3.903 -3.824
H 0.754 -1.919 -4.353
H 1.988 -0.669 -4.273
H 0.625 -0.597 -3.167
Cl -3.442 2.893 0.150
C -3.701 1.683 1.414
Cl -2.301 0.610 1.588
H -4.551 1.056 1.147
H -3.852 2.191 2.367
F -2.811 -9.078 -0.879
C -1.653 -8.410 -0.977
F -0.795 -9.008 -0.133
F -1.187 -8.626 -2.214
C -1.801 -6.945 -0.662
C -1.725 -5.996 -1.674
C -1.795 -4.655 -1.352
C -1.952 -4.254 -0.022
C -2.033 -5.213 0.983
C -1.978 -6.556 0.665
P -1.725 -2.481 0.319
C -1.871 -2.289 2.103
C -0.856 -1.629 2.825
C -1.059 -1.265 4.132
C -2.287 -1.514 4.744
C -3.319 -2.126 4.029
C -3.121 -2.487 2.718
C -2.474 -1.105 6.171
F -1.954 0.114 6.418
F -3.759 -1.051 6.536
F -1.864 -1.943 7.030
C -2.812 -1.680 -0.866
C -4.129 -2.183 -1.005
C -5.064 -1.516 -1.748
C -4.748 -0.284 -2.344
C -3.472 0.264 -2.173
C -2.539 -0.418 -1.441
C -5.769 0.395 -3.197
F -5.948 -0.236 -4.376
F -5.445 1.662 -3.495
F -6.977 0.433 -2.607
H -1.586 -6.308 -2.698
H -1.742 -3.906 -2.129
H -2.146 -4.907 2.013
H -2.040 -7.306 1.439
H 0.097 -1.415 2.356
H -0.277 -0.776 4.694
H -4.272 -2.293 4.505
H -3.925 -2.940 2.154
H -4.367 -3.135 -0.551
H -6.054 -1.925 -1.886
H -3.232 1.210 -2.636
H -1.510 0.028 -1.362
C -0.061 -2.015 -0.138
H 0.650 -2.548 0.494
H 0.072 -2.352 -1.171
*
```